Record 1
C9H6F2NO3 | ωB97M-V with the def2-TZVPD basis set

```
! RIJCOSX wB97M-V def2-TZVPD def2/J DEFGRID3
* xyz -1 1
C -2.074 -1.224 0.606
C -2.713 0.941 -0.271
C 2.964 -0.458 0.326
C -0.802 -0.959 0.287
C 2.626 -0.936 -0.872
C -3.144 -0.250 0.359
C -1.405 1.238 -0.626
C 0.905 0.520 -0.584
C 1.961 0.550 0.747
N -0.428 0.230 -0.288
O -4.320 -0.497 0.687
O -0.978 2.255 -1.193
O 1.524 -0.444 -1.446
F 1.346 0.276 1.924
F 2.472 1.808 0.904
H -2.343 -2.170 1.054
H -3.450 1.696 -0.501
H 3.797 -0.750 0.932
H 0.010 -1.658 0.456
H 3.140 -1.686 -1.450
H 0.913 1.517 -1.053
*
```

Computed properties:
DFT total energy ... -22498.9459 eV
Relative energy (zero: lowest compared OMol25 entry of this formula, charge and spin) ... 0.0 kcal/mol
Structure (SMILES) ... O=c1ccn([C@@H]2OC=CC2(F)F)c([O-])c1
Highest occupied orbital energy ... -0.13773 hartree
Orbital gap ... 6.854 eV

Here is what natural (NBO) gives for the atomic charges, in e:
1. C -0.3509
2. C -0.5331
3. C -0.4380
4. C 0.0409
5. C 0.2024
6. C 0.4473
7. C 0.6021
8. C 0.1948
9. C 0.6420
10. N -0.4719
11. O -0.7121
12. O -0.7372
13. O -0.4817
14. F -0.3369
15. F -0.3498
16. H 0.2058
17. H 0.2104
18. H 0.2214
19. H 0.1883
20. H 0.1917
21. H 0.2645

=====

Record 2
C9H6FeN2O5 | ωB97M-V with the def2-TZVPD basis set

```
! RIJCOSX wB97M-V def2-TZVPD def2/J DEFGRID3
* xyz 2 5
O -0.030 -0.359 -6.129
C 0.021 0.043 -5.064
Fe -0.021 -0.300 -1.494
O 1.813 -2.495 -1.969
C 1.024 -1.639 -2.030
C -1.044 1.125 -1.870
O -1.660 2.098 -1.694
C -1.355 -1.357 -2.037
O -2.315 -2.009 -1.966
C 1.306 0.851 -1.871
O 2.124 1.653 -1.706
C 0.116 1.363 3.501
N 0.033 0.415 2.440
C -0.105 -0.982 2.570
C -0.141 -1.430 1.292
N -0.029 -0.350 0.392
C 0.076 0.770 1.119
H -0.790 1.294 4.119
H 0.990 1.133 4.125
H 0.210 2.384 3.101
H -0.162 -1.510 3.549
H -0.237 -2.451 0.889
H 0.177 1.753 0.733
*
```

Computed properties:
DFT total energy ... -57012.8455 eV
⟨S²⟩ ... 6.048
Highest occupied orbital energy (spin up / spin down) ... -0.62121 / -0.64529 hartree
Orbital gap (spin up / spin down) ... 8.271 / 6.186 eV

Here is what natural (NBO) gives for the atomic charges, in e:
1. O -0.3977
2. C 0.4438
3. Fe 0.6807
4. O -0.2739
5. C 0.4927
6. C 0.4990
7. O -0.2879
8. C 0.4929
9. O -0.2741
10. C 0.5009
11. O -0.2844
12. C -0.4272
13. N -0.2615
14. C -0.0066
15. C -0.0647
16. N -0.6086
17. C 0.2380
18. H 0.2522
19. H 0.2521
20. H 0.2414
21. H 0.2960
22. H 0.2560
23. H 0.2407

=====

Record 3
C9H6N2NiO4 | ωB97M-V with the def2-TZVPD basis set

```
! RIJCOSX wB97M-V def2-TZVPD def2/J DEFGRID3
* xyz 2 3
O -0.003 4.711 -4.507
C 0.132 3.905 -3.720
Ni 0.030 -0.963 -2.584
C 1.757 -1.245 -3.023
C -1.761 -1.173 -2.957
O 2.730 -1.174 -3.677
O -2.693 -1.088 -3.628
N 0.786 -0.525 3.957
C -0.395 -0.173 3.341
O -1.420 -0.005 3.963
C -0.253 -0.081 1.881
C 0.941 -0.354 1.222
C 1.028 -0.375 -0.155
N -0.093 -0.241 -0.948
C -1.273 0.140 -0.313
C -1.369 0.213 1.081
H 0.838 -0.592 4.943
H 1.640 -0.588 3.459
H 1.856 -0.615 1.744
H 1.993 -0.566 -0.643
H -2.140 0.333 -0.960
H -2.331 0.454 1.524
*
```

Computed properties:
DFT total energy ... -61622.6461 eV
⟨S²⟩ ... 2.051
Highest occupied orbital energy (spin up / spin down) ... -0.64365 / -0.63955 hartree
Orbital gap (spin up / spin down) ... 8.250 / 4.246 eV

Here is what natural (NBO) gives for the atomic charges, in e:
1. O -0.4556
2. C 0.4575
3. Ni 0.6461
4. C 0.4301
5. C 0.4440
6. O -0.3193
7. O -0.3162
8. N -0.3401
9. C 0.5785
10. O -0.1796
11. C -0.1283
12. C -0.1920
13. C 0.0743
14. N -0.5015
15. C 0.0795
16. C -0.1515
17. H 0.4525
18. H 0.4282
19. H 0.2185
20. H 0.2453
21. H 0.2503
22. H 0.2792

=====

Record 4
C9H6N4O | ωB97M-V with the def2-TZVPD basis set

```
! RIJCOSX wB97M-V def2-TZVPD def2/J DEFGRID3
* xyz 0 1
C 3.403 -1.703 0.215
C 3.771 1.460 0.388
C -3.557 0.223 0.366
C -2.946 -0.975 0.036
C -2.783 1.324 0.467
C -1.596 -1.032 -0.196
C -1.427 1.315 0.133
C -0.750 0.083 -0.131
C 2.645 -0.936 -0.698
N 3.935 -2.473 0.864
N 3.043 2.377 0.652
N 0.604 0.269 -0.310
N 1.454 -0.579 -0.599
O 4.400 0.621 -0.135
H -4.579 0.387 0.453
H -3.476 -1.906 -0.120
H -3.446 2.180 0.402
H -0.987 -1.931 -0.420
H -0.776 2.255 0.332
H 3.069 -0.958 -1.699
*
```

Computed properties:
DFT total energy ... -17431.3432 eV
Relative energy (zero: lowest compared OMol25 entry of this formula, charge and spin) ... 144.5 kcal/mol
Highest occupied orbital energy ... -0.28366 hartree
Orbital gap ... 4.928 eV

Here is what natural (NBO) gives for the atomic charges, in e:
1. C 0.2241
2. C 0.5638
3. C -0.1192
4. C -0.2174
5. C -0.2410
6. C -0.1586
7. C -0.0917
8. C 0.0041
9. C 0.1139
10. N -0.1977
11. N -0.6962
12. N 0.0686
13. N -0.0250
14. O -0.6918
15. H 0.2241
16. H 0.2336
17. H 0.2329
18. H 0.2248
19. H 0.2703
20. H 0.2785

=====

Record 5
C9H6O2 | ωB97M-V with the def2-TZVPD basis set

```
! RIJCOSX wB97M-V def2-TZVPD def2/J DEFGRID3
* xyz 0 1
C 0.142 1.350 1.592
C 2.319 1.161 0.352
C 1.982 -0.001 -0.301
C 0.689 -0.296 -0.313
C 0.091 -1.534 -0.842
C -1.274 -1.602 -0.984
C -2.105 -0.586 -0.372
C -1.698 0.505 0.247
C -0.308 0.467 0.352
H 3.254 1.384 0.672
H 2.808 -0.576 -0.869
H 0.675 -2.160 -1.388
H -1.977 -2.022 -1.774
H -3.147 -0.656 -0.923
H -2.392 0.967 0.901
O -0.376 1.620 2.671
O 1.316 1.977 0.979
*
```

Computed properties:
DFT total energy ... -13521.1424 eV
Relative energy (zero: lowest compared OMol25 entry of this formula, charge and spin) ... 86.6 kcal/mol
Structure (SMILES) ... O=c1occc2ccccc12
Highest occupied orbital energy ... -0.31229 hartree
Orbital gap ... 8.328 eV

Here is what natural (NBO) gives for the atomic charges, in e:
1. C 0.8159
2. C 0.1890
3. C -0.2954
4. C -0.0749
5. C -0.1665
6. C -0.2261
7. C -0.1656
8. C -0.2414
9. C -0.0909
10. H 0.1917
11. H 0.2461
12. H 0.2032
13. H 0.2389
14. H 0.1895
15. H 0.2472
16. O -0.5195
17. O -0.5411

=====

Record 6
C9H6O2 | ωB97M-V with the def2-TZVPD basis set

```
! RIJCOSX wB97M-V def2-TZVPD def2/J DEFGRID3
* xyz 0 1
C 2.714 -1.982 -0.740
C 1.455 -1.123 -0.671
C 0.232 -1.578 -0.392
C -0.592 -0.408 0.006
C -1.835 -0.102 0.421
C -2.240 1.208 0.710
C -1.362 2.159 0.502
C -0.010 1.947 0.149
C 0.271 0.624 -0.287
H 3.811 -1.589 -0.573
H 0.062 -2.716 -0.228
H -2.631 -0.844 0.665
H -3.291 1.382 1.058
H -1.418 3.300 0.886
H 0.757 2.724 0.094
O 2.585 -3.161 -0.888
O 1.491 0.158 -0.712
*
```

Computed properties:
DFT total energy ... -13522.9763 eV
Relative energy (zero: lowest compared OMol25 entry of this formula, charge and spin) ... 44.3 kcal/mol
Structure (SMILES) ... O=Cc1cc2ccccc2o1
Highest occupied orbital energy ... -0.32413 hartree
Orbital gap ... 8.802 eV

Here is what natural (NBO) gives for the atomic charges, in e:
1. C 0.3900
2. C 0.1747
3. C -0.2439
4. C -0.1325
5. C -0.1661
6. C -0.2426
7. C -0.2019
8. C -0.2357
9. C 0.2781
10. H 0.1404
11. H 0.2513
12. H 0.2178
13. H 0.2294
14. H 0.2165
15. H 0.2313
16. O -0.5000
17. O -0.4068

=====

Record 7
C9H7AuF5IN3O5 | ωB97M-V with the def2-TZVPD basis set

```
! RIJCOSX wB97M-V def2-TZVPD def2/J DEFGRID3
* xyz -1 1
Au 0.398 0.762 -0.472
O 2.302 -4.371 -2.876
C 0.990 -4.440 -2.884
O 0.390 -5.319 -3.468
C 0.250 -3.395 -2.135
C -1.118 -3.414 -1.922
N -1.426 -2.311 -1.221
N -0.355 -1.578 -0.975
C 0.681 -2.190 -1.511
C 2.043 -1.583 -1.331
O 3.032 -2.286 -1.607
O 2.125 -0.416 -0.878
H 2.662 -3.557 -2.349
H -1.841 -4.143 -2.223
H -2.313 -2.007 -0.848
N -0.067 1.184 3.078
C -0.159 -0.141 2.890
O -0.430 -0.662 1.834
C 0.130 -0.977 4.127
I -1.445 -0.732 5.573
H -0.307 1.786 2.307
H 0.079 1.590 3.986
H 1.048 -0.670 4.624
H 0.162 -2.030 3.867
F -1.554 2.624 0.889
C -1.188 2.122 -0.368
F -1.045 3.286 -1.112
C -2.454 1.451 -0.904
F -2.251 0.879 -2.104
F -2.880 0.467 -0.092
F -3.519 2.266 -1.067
*
```

Computed properties:
DFT total energy ... -49539.0251 eV
Relative energy (zero: lowest compared OMol25 entry of this formula, charge and spin) ... 14.4 kcal/mol
Highest occupied orbital energy ... -0.18959 hartree
Orbital gap ... 7.030 eV

Here is what natural (NBO) gives for the atomic charges, in e:
1. Au 0.4880
2. O -0.6946
3. C 0.7819
4. O -0.6348
5. C -0.2645
6. C 0.0063
7. N -0.3101
8. N -0.2615
9. C 0.0132
10. C 0.7761
11. O -0.7008
12. O -0.7365
13. H 0.5098
14. H 0.2258
15. H 0.4217
16. N -0.8217
17. C 0.6365
18. O -0.5956
19. C -0.5861
20. I 0.0552
21. H 0.4356
22. H 0.3887
23. H 0.2296
24. H 0.2489
25. F -0.3976
26. C 0.2712
27. F -0.3735
28. C 0.8911
29. F -0.3293
30. F -0.3365
31. F -0.3366

=====

Record 8
C9H7F2I3 | ωB97M-V with the def2-TZVPD basis set

```
! RIJCOSX wB97M-V def2-TZVPD def2/J DEFGRID3
* xyz 0 1
C -1.135 -0.617 -1.367
C 1.218 -0.262 -1.019
C -1.282 -0.992 -0.059
C 1.101 -0.641 0.293
C 0.116 -0.253 -1.878
C -0.160 -1.021 0.814
C 0.268 0.154 -3.305
C -0.341 -1.408 2.136
C -0.270 2.229 2.593
F -1.545 -1.739 2.591
F -1.005 3.204 2.040
I 1.123 -1.442 3.609
I -0.675 2.050 4.674
I 1.777 2.417 2.036
H -2.000 -0.603 -2.013
H 2.183 0.036 -1.403
H -2.252 -1.267 0.330
H 1.969 -0.657 0.931
H 0.002 1.206 -3.417
H 1.296 0.029 -3.638
H -0.390 -0.424 -3.949
*
```

Computed properties:
DFT total energy ... -39180.0057 eV
Relative energy (zero: lowest compared OMol25 entry of this formula, charge and spin) ... 17.6 kcal/mol
Highest occupied orbital energy (spin up / spin down) ... -0.31678 / -0.25687 hartree
Orbital gap (spin up / spin down) ... 8.088 / 5.590 eV

Here is what natural (NBO) gives for the atomic charges, in e:
1. C -0.2130
2. C -0.1573
3. C -0.1727
4. C -0.2033
5. C -0.0240
6. C -0.2254
7. C -0.6302
8. C 0.2803
9. C 0.0166
10. F -0.3290
11. F -0.3597
12. I 0.1579
13. I 0.1728
14. I 0.1699
15. H 0.2128
16. H 0.2022
17. H 0.2211
18. H 0.2235
19. H 0.2226
20. H 0.2164
21. H 0.2186

=====

Record 9
C9H7F3O2S | ωB97M-V with the def2-TZVPD basis set

```
! RIJCOSX wB97M-V def2-TZVPD def2/J DEFGRID3
* xyz 0 1
C 1.574 -1.969 -0.956
C 1.793 0.031 0.380
C 0.272 -2.096 -0.698
C 0.465 -0.023 0.606
C 2.490 -1.047 -0.329
C -0.424 -1.091 0.142
C 3.814 -1.202 -0.595
C -1.726 -1.109 0.174
C -2.583 2.648 -0.059
O -1.759 2.118 2.449
O -4.029 1.449 1.738
F -2.838 3.886 0.276
F -1.337 2.728 -0.633
F -3.461 2.132 -0.973
S -2.622 1.425 1.513
H 2.059 -2.719 -1.644
H 2.376 0.821 0.530
H -0.364 -2.728 -1.120
H 0.015 0.797 1.087
H 4.622 -0.642 -0.147
H 4.152 -1.871 -1.275
H -2.493 -1.539 -0.465
*
```

Computed properties:
DFT total energy ... -32522.4656 eV
Relative energy (zero: lowest compared OMol25 entry of this formula, charge and spin) ... 94.2 kcal/mol
Highest occupied orbital energy (spin up / spin down) ... -0.31343 / -0.31951 hartree
Orbital gap (spin up / spin down) ... 7.479 / 5.876 eV

Here is what natural (NBO) gives for the atomic charges, in e:
1. C -0.1577
2. C -0.1609
3. C -0.1908
4. C -0.1704
5. C -0.0901
6. C -0.2016
7. C -0.3126
8. C -0.0435
9. C 0.7986
10. O -0.8550
11. O -0.8565
12. F -0.2883
13. F -0.3321
14. F -0.3168
15. S 1.7437
16. H 0.2126
17. H 0.2094
18. H 0.2021
19. H 0.2177
20. H 0.1989
21. H 0.1886
22. H 0.2046

=====

Record 10
C9H7FO2S | ωB97M-V with the def2-TZVPD basis set

```
! RIJCOSX wB97M-V def2-TZVPD def2/J DEFGRID3
* xyz 0 1
C 1.192 1.873 0.070
C -0.175 2.366 0.046
C -0.978 0.091 0.124
C 1.433 0.536 0.023
C -1.204 1.508 0.151
C 0.283 -0.371 0.106
C -1.485 -2.165 -0.287
C -1.987 -0.972 0.004
C 2.716 -0.076 -0.106
O 0.787 -2.927 0.915
O -3.264 -0.648 0.026
F -2.447 2.058 0.159
S 0.344 -2.166 -0.273
H 2.159 2.452 -0.166
H -0.413 3.451 0.045
H -2.207 -3.003 -0.239
H 2.530 -1.074 0.069
H 3.036 0.198 -1.092
H 3.494 0.284 0.600
H -3.815 -1.416 -0.176
*
```

Computed properties:
DFT total energy ... -27091.7125 eV
Relative energy (zero: lowest compared OMol25 entry of this formula, charge and spin) ... 14.9 kcal/mol
Highest occupied orbital energy ... -0.33003 hartree
Orbital gap ... 8.902 eV

Here is what natural (NBO) gives for the atomic charges, in e:
1. C -0.1877
2. C -0.2560
3. C -0.1506
4. C -0.0010
5. C 0.3971
6. C -0.1933
7. C -0.5589
8. C 0.3474
9. C -0.6383
10. O -0.9520
11. O -0.6330
12. F -0.3154
13. S 1.2727
14. H 0.2240
15. H 0.2402
16. H 0.2322
17. H 0.2234
18. H 0.2282
19. H 0.2309
20. H 0.4900

=====

Record 11
C9H7N3O2 | ωB97M-V with the def2-TZVPD basis set

```
! RIJCOSX wB97M-V def2-TZVPD def2/J DEFGRID3
* xyz 0 1
C 2.988 -0.214 0.010
C 2.311 0.150 1.164
C 2.321 -0.604 -1.138
C 0.908 0.189 1.124
C 0.920 -0.287 -1.268
C 0.247 0.027 -0.106
C -1.969 0.599 -1.286
C -1.936 1.098 0.910
C -1.256 0.136 0.013
N -2.752 1.583 -1.086
N -2.739 1.870 0.269
N -1.748 -1.337 0.419
O -1.849 -1.482 1.639
O -1.999 -2.099 -0.486
H 4.070 -0.331 -0.095
H 2.681 0.214 2.221
H 2.909 -0.789 -1.992
H 0.286 0.480 1.969
H 0.386 -0.653 -2.079
H -2.126 0.024 -2.122
H -1.651 1.426 1.920
*
```

Computed properties:
DFT total energy ... -18005.9511 eV
Relative energy (zero: lowest compared OMol25 entry of this formula, charge and spin) ... 84.5 kcal/mol
Structure (SMILES) ... O=[N+]([O-])C1(c2ccccc2)C=NN=C1
Highest occupied orbital energy ... -0.36992 hartree
Orbital gap ... 9.365 eV

Here is what natural (NBO) gives for the atomic charges, in e:
1. C -0.2025
2. C -0.2051
3. C -0.1839
4. C -0.1741
5. C -0.1869
6. C -0.0585
7. C 0.0851
8. C 0.0555
9. C -0.0991
10. N -0.2184
11. N -0.2209
12. N 0.5608
13. O -0.3608
14. O -0.3411
15. H 0.2227
16. H 0.2322
17. H 0.2162
18. H 0.2183
19. H 0.2191
20. H 0.2140
21. H 0.2272

=====

- Among the records above, which one has the highest DFT total energy?
  number 5